{"formula": "C24H36P2PdSi", "method": "the ωB97M-V functional and the def2-TZVPD basis", "homo_energy_ha": [-0.174, -0.265], "lumo_ev": [0.6414, 0.5429], "spin_multiplicity": 3, "charge": 0, "de_lowest_kcal_mol": 0.0, "gap_ev": [5.37, 7.75], "species": ["C", "C", "C", "H", "C", "C", "H", "H", "H", "H", "Pd", "C", "H", "H", "H", "Si", "C", "C", "H", "C", "H", "C", "H", "C", "H", "C", "H", "C", "C", "H", "C", "H", "C", "H", "C", "H", "C", "H", "H", "H", "C", "P", "C", "C", "C", "P", "C", "C", "H", "H", "H", "H", "H", "H", "H", "H", "H", "H", "H", "H", "H", "H", "H", "H"], "coordinates": [[3.25267, 0.30679, 2.94216], [2.69274, -0.86704, 2.32553], [3.15763, -0.90994, 0.96975], [2.05303, -1.58888, 2.82845], [4.00812, 0.21485, 0.75614], [4.06110, 0.97054, 1.96017], [4.61168, 1.89199, 2.13291], [3.09302, 0.65133, 3.95950], [2.93261, -1.69187, 0.24630], [4.57986, 0.44575, -0.14390], [1.80859, 1.05003, 1.37215], [0.54517, 0.22408, -0.09944], [1.21959, 0.22339, -0.97398], [-0.37671, 0.78342, -0.25604], [0.36439, -0.78962, 0.27096], [-2.31149, -1.11533, -2.72065], [-3.08483, -2.51866, -1.78534], [-2.31572, -3.50748, -1.14297], [-1.22672, -3.47256, -1.20140], [-2.94676, -4.53809, -0.43227], [-2.33751, -5.29948, 0.06419], [-4.34005, -4.59146, -0.35923], [-4.82797, -5.39334, 0.19943], [-5.11227, -3.62030, -1.00645], [-6.20350, -3.66660, -0.95190], [-4.48902, -2.58835, -1.71887], [-5.07670, -1.82685, -2.23549], [-0.97681, -1.77737, -3.82521], [-1.11131, -3.01538, -4.48491], [-2.02886, -3.59446, -4.37337], [-0.06276, -3.50960, -5.27178], [-0.18688, -4.46682, -5.78840], [1.12634, -2.79014, -5.39076], [1.95087, -3.19056, -5.98645], [1.26665, -1.55532, -4.74810], [2.19488, -0.98747, -4.84746], [0.21301, -1.04272, -3.97833], [0.30600, -0.07553, -3.47913], [-1.76057, -0.11866, -1.77486], [-3.32501, -0.37032, -3.50835], [1.19572, 3.83205, -1.01961], [1.13256, 3.18230, 0.66910], [2.18907, 4.25716, 1.69585], [-0.57400, 3.52443, 1.32340], [-1.11226, 2.35979, 2.17319], [0.27246, 1.59144, 3.14117], [-0.28635, 0.13766, 4.06149], [0.34472, 2.72825, 4.56416], [2.18581, 3.59210, -1.44011], [1.02289, 4.92427, -1.04737], [0.40881, 3.34392, -1.60925], [1.83419, 5.28993, 1.60779], [2.12795, 3.96607, 2.74723], [3.23795, 4.20351, 1.36611], [-0.47617, 4.45018, 1.91130], [-1.22579, 3.75422, 0.47140], [-1.89650, 2.68787, 2.86878], [-1.50827, 1.53953, 1.56431], [0.47406, -0.12068, 4.80803], [-1.20184, 0.41332, 4.60285], [-0.48026, -0.72191, 3.41343], [1.15236, 2.41827, 5.24030], [0.46006, 3.77457, 4.25367], [-0.61365, 2.58978, 5.09017]], "forces_ev_per_a": [[0.8, -0.3, -0.5], [0.6, 0.0, -0.3], [0.6, -0.5, 0.8], [0.2, 0.2, -0.3], [0.1, -0.1, 0.1], [0.2, -0.3, 0.6], [0.0, -0.3, -0.1], [0.1, -0.2, -0.2], [0.0, 0.3, 0.2], [-0.4, -0.1, 0.3], [-0.8, 1.1, 0.6], [-0.2, -0.5, -0.5], [-0.6, -0.1, 0.1], [0.0, -0.2, -0.3], [-0.3, 0.0, -0.4], [0.1, 0.4, 0.1], [-0.5, -0.3, 0.1], [-0.6, -0.1, 0.1], [-0.2, 0.0, 0.0], [0.2, 0.2, -0.1], [-0.3, 0.3, -0.2], [0.0, 0.2, -0.2], [0.2, 0.2, -0.2], [0.1, 0.1, 0.0], [0.4, 0.0, 0.0], [0.3, -0.4, 0.3], [0.0, -0.3, 0.2], [0.5, -0.1, -0.3], [0.6, 0.3, 0.0], [0.2, 0.1, 0.0], [-0.3, 0.0, 0.1], [0.1, 0.3, 0.2], [0.0, 0.2, 0.1], [-0.3, 0.1, 0.2], [-0.2, 0.1, 0.1], [-0.3, -0.2, 0.0], [0.1, -0.5, -0.3], [0.1, -0.3, -0.1], [0.1, -0.1, -0.1], [-0.2, -0.2, 0.0], [-0.1, 0.7, -0.1], [0.6, -0.7, 0.5], [-0.1, 1.0, -0.4], [0.3, 0.2, -0.2], [-0.1, -0.5, 0.7], [0.3, 0.2, -0.8], [-0.8, -0.1, 0.1], [-0.2, 0.0, 0.3], [-0.4, 0.1, 0.1], [0.1, -0.4, -0.1], [0.3, 0.0, 0.1], [0.2, 0.2, 0.1], [0.0, -0.1, -0.2], [-0.4, -0.1, 0.1], [-0.3, -0.2, 0.0], [0.0, -0.1, 0.2], [0.0, 0.0, -0.3], [0.0, 0.3, -0.1], [0.0, 0.0, -0.3], [0.1, -0.3, 0.0], [0.1, 0.2, 0.1], [-0.1, 0.3, -0.2], [0.0, -0.3, 0.2], [0.3, 0.4, 0.0]]}

***

{"formula": "C35H58O37S4Zn", "method": "the ωB97M-V functional and the def2-TZVPD basis", "homo_energy_ha": -0.359, "lumo_ev": 0.2456, "charge": 0, "de_lowest_kcal_mol": 7.9, "gap_ev": 10.02, "species": ["Zn", "C", "C", "O", "O", "H", "H", "H", "C", "O", "H", "H", "H", "C", "C", "O", "S", "O", "O", "O", "H", "H", "H", "H", "C", "C", "O", "S", "O", "O", "O", "H", "H", "H", "H", "C", "C", "O", "S", "O", "O", "O", "H", "H", "H", "H", "C", "C", "O", "S", "O", "O", "O", "H", "H", "H", "H", "C", "C", "C", "O", "C", "O", "O", "H", "H", "H", "H", "H", "H", "C", "C", "C", "O", "C", "O", "O", "H", "H", "H", "H", "H", "H", "C", "C", "C", "O", "C", "O", "O", "H", "H", "H", "H", "H", "H", "C", "C", "C", "O", "C", "O", "O", "H", "H", "H", "H", "H", "H", "C", "C", "C", "O", "C", "O", "O", "H", "H", "H", "H", "H", "H", "C", "C", "C", "O", "C", "O", "O", "H", "H", "H", "H", "H", "H"], "coordinates": [[0.33906, 0.04861, 0.13205], [-3.38671, 1.02367, -0.57891], [-1.92047, 0.67197, -0.47036], [-1.21793, 1.34856, 0.42499], [-1.35191, -0.22905, -1.10816], [-3.67790, 1.65187, 0.28995], [-4.00763, 0.12944, -0.66597], [-3.60028, 1.56122, -1.52369], [2.24641, -0.36702, -1.90321], [2.05398, -0.24318, -0.42917], [1.48860, -0.97889, -2.38734], [2.05209, 0.62053, -2.35922], [3.24254, -0.71608, -2.15926], [-2.85837, -3.47055, -1.43109], [-3.83222, -4.68982, -1.59979], [-5.17903, -4.11720, -1.81736], [-5.22560, -2.87400, -0.87774], [-5.50255, -3.36490, 0.42728], [-6.09638, -1.88744, -1.40856], [-3.75669, -2.34021, -1.09612], [-2.35322, -3.23669, -2.36378], [-2.25497, -3.70174, -0.57018], [-3.87485, -5.29836, -0.71904], [-3.54934, -5.36750, -2.43445], [-0.62246, 3.96079, -0.95055], [-0.57250, 5.45937, -1.30030], [-1.71090, 6.00547, -0.53955], [-2.76509, 4.80529, -0.21764], [-4.05720, 5.14996, -0.72629], [-2.73539, 4.40155, 1.15038], [-2.03011, 3.71949, -1.11991], [-0.27191, 3.67568, 0.06600], [-0.00009, 3.45205, -1.72189], [-0.82204, 5.58747, -2.34789], [0.33234, 5.94379, -1.01899], [6.06487, 6.94115, -1.68849], [5.35015, 7.07788, -0.29546], [4.06713, 6.37847, -0.47929], [3.54892, 6.69276, -1.93649], [2.85429, 7.94006, -2.08884], [2.82596, 5.54984, -2.34345], [4.93029, 6.74993, -2.60032], [6.70515, 6.05150, -1.81243], [6.46613, 7.93316, -1.97000], [5.24312, 8.08645, 0.05686], [5.95318, 6.59465, 0.41897], [3.23432, -2.63599, 1.52768], [4.37370, -2.16851, 0.66425], [5.14359, -3.30786, 0.34504], [4.76687, -4.64181, 1.20209], [5.89030, -5.08259, 1.88985], [4.02391, -5.46645, 0.36498], [3.71940, -3.90500, 2.18894], [2.31124, -2.76960, 0.97816], [3.06754, -1.95074, 2.41714], [5.08604, -1.44402, 1.10782], [3.87039, -1.67547, -0.20941], [-3.29474, 3.74314, 4.27075], [-2.57205, 2.60924, 3.65634], [-1.05557, 2.87004, 3.37433], [-0.44705, 2.35060, 4.67765], [-1.26187, 1.35596, 5.11563], [-0.97714, 0.57240, 6.00521], [-2.47936, 1.40036, 4.53472], [-4.26454, 3.44363, 4.63260], [-3.27278, 4.52282, 3.55335], [-2.72096, 4.13072, 5.15186], [-3.05150, 2.27705, 2.73191], [-0.73011, 3.88135, 3.31393], [-0.65692, 2.18660, 2.60596], [-2.48881, -4.19729, 4.02224], [-2.54966, -3.60847, 2.59763], [-2.98436, -2.10830, 2.62233], [-2.15321, -1.49386, 1.65429], [-1.17472, -2.35932, 1.36983], [-0.21816, -2.07167, 0.70035], [-1.32544, -3.55742, 1.89484], [-2.39228, -5.27894, 3.90474], [-3.46104, -3.94611, 4.47316], [-1.71549, -3.72786, 4.57494], [-3.32793, -4.15351, 2.01896], [-2.79346, -1.73499, 3.64115], [-4.05745, -1.99443, 2.48463], [1.51241, -2.85956, 6.18065], [1.29242, -1.51271, 5.49819], [2.56276, -0.70840, 5.13168], [2.04548, 0.12164, 4.10586], [1.02173, -0.50195, 3.55643], [0.51436, -0.22695, 2.53513], [0.58863, -1.54501, 4.29452], [2.17295, -2.62400, 7.05469], [2.01356, -3.63620, 5.56967], [0.64960, -3.27973, 6.64281], [0.66717, -0.84495, 6.20456], [3.33238, -1.37633, 4.74645], [2.94669, -0.10476, 5.98992], [-5.00450, -0.24613, -7.42915], [-4.89827, -0.24682, -5.89665], [-5.47129, -1.46434, -5.18130], [-4.52768, -2.44905, -5.50625], [-3.31566, -1.84937, -5.74387], [-2.28086, -2.44815, -5.81568], [-3.46071, -0.50292, -5.70325], [-5.93114, 0.06845, -7.84581], [-4.80378, -1.28743, -7.75609], [-4.22782, 0.48575, -7.67236], [-5.25729, 0.67353, -5.47652], [-6.43319, -1.79501, -5.39055], [-5.52325, -1.30705, -4.10667], [0.58118, -3.79924, -4.39111], [1.00393, -4.91679, -3.46558], [1.53542, -4.38376, -2.04919], [0.57211, -4.83340, -1.13129], [-0.36974, -5.52122, -1.75320], [-1.38487, -5.77678, -1.18273], [-0.16719, -5.70844, -3.06279], [0.45403, -3.99240, -5.44769], [1.37856, -2.98094, -4.34778], [-0.36050, -3.38204, -4.04094], [1.73549, -5.57679, -3.88913], [1.54464, -3.31517, -2.09490], [2.53204, -4.75932, -1.80077], [3.51859, 3.17764, 1.18276], [4.22399, 2.28278, 0.21382], [3.89944, 2.55105, -1.18031], [4.74029, 3.71364, -1.43235], [5.83828, 3.61869, -0.68361], [6.87217, 4.20616, -0.86038], [5.59801, 2.63699, 0.23199], [2.47781, 2.79398, 1.33497], [3.58271, 4.15682, 0.68845], [4.11141, 3.22128, 2.07560], [4.18239, 1.20072, 0.47715], [2.84556, 2.68996, -1.49352], [4.27843, 1.77038, -1.84899]], "forces_ev_per_a": [[-0.8, -0.4, 0.5], [-0.2, 0.3, -0.3], [0.3, 1.2, 1.7], [-0.4, -1.2, -1.1], [-0.3, -0.1, -0.6], [0.1, -0.4, -0.7], [0.2, 0.0, 0.3], [0.4, 0.0, 0.5], [-1.2, 1.3, 1.8], [1.1, -0.3, -2.2], [0.0, -0.6, 0.2], [0.5, -0.2, 0.0], [0.2, -0.1, 0.1], [-1.9, -0.6, 0.2], [0.2, -0.2, -1.1], [1.4, -0.4, -0.7], [-1.3, 0.7, -0.3], [0.8, 0.1, 0.8], [-0.1, 0.2, -0.2], [0.5, -0.9, 0.1], [0.2, 0.2, 0.3], [0.6, 0.3, -0.1], [0.0, -0.1, 0.6], [-0.5, 0.8, 0.4], [1.3, 0.6, -0.9], [-1.2, -0.9, 0.8], [-0.2, -0.9, 0.4], [-0.8, 1.0, -0.4], [1.1, -0.4, -0.3], [0.8, 0.2, 0.1], [-0.2, -0.3, 0.2], [-0.4, 0.3, -0.6], [-0.9, -0.2, 0.6], [0.2, 0.1, -0.1], [0.5, 0.5, 0.3], [-1.3, 1.0, 0.0], [0.1, -0.7, -1.5], [1.1, 1.2, 1.0], [-1.7, 0.4, -0.3], [0.9, -0.3, 0.7], [-0.4, -0.8, -0.3], [1.2, 0.1, -0.8], [-0.2, 0.8, 0.3], [0.3, -0.8, 0.1], [-0.6, 0.6, -0.3], [0.3, -1.1, 1.0], [0.4, -0.1, 2.8], [-0.1, 1.4, -0.6], [0.3, -1.2, -0.2], [-1.7, 3.8, 0.0], [1.5, -0.7, 1.1], [-1.0, -1.9, -1.6], [0.3, 0.9, -0.9], [-0.1, -0.4, 0.0], [0.0, -0.7, -1.3], [-0.7, -0.3, 0.1], [0.9, -0.6, 0.4], [1.2, 0.0, 2.1], [1.6, -1.3, -0.8], [-0.2, -2.2, 1.9], [-1.0, -0.4, -1.1], [-0.1, 0.2, 1.2], [-0.2, 1.0, -1.4], [0.4, 0.9, -0.5], [-0.5, 0.2, -0.2], [-0.6, 0.8, -0.7], [-0.4, -0.4, -0.5], [0.1, -0.1, 0.2], [0.0, 0.7, -0.3], [-0.3, 0.6, 0.1], [-1.0, -0.1, -2.0], [-2.3, 0.6, 0.7], [-0.2, -1.2, 1.7], [0.0, -0.3, 0.0], [0.5, 0.7, -0.3], [0.4, 0.2, -0.4], [0.1, -0.4, 0.2], [0.2, 0.1, 0.5], [0.3, -0.3, 0.0], [0.9, 0.2, 0.6], [0.8, 0.0, 0.0], [0.4, 0.4, -0.4], [0.1, 0.2, -0.8], [1.7, 0.5, 0.1], [-0.2, 0.9, 3.2], [-0.5, -0.6, 1.6], [0.8, 0.5, -0.3], [-0.2, -1.2, 1.4], [-0.9, 1.2, -2.4], [0.0, 0.1, -1.2], [-0.3, -0.3, -0.7], [-0.2, 0.6, 0.1], [-1.0, -0.2, 0.0], [1.0, -1.1, -1.0], [0.2, 0.1, -0.2], [-0.3, -0.4, -0.9], [0.7, -0.4, 1.0], [-0.3, -1.0, -1.0], [1.1, 1.3, 0.8], [1.2, -0.7, -0.4], [0.0, -0.3, 1.5], [-0.6, 0.5, -0.3], [-0.5, -0.1, 0.1], [-0.9, 0.3, -0.1], [0.2, 0.8, -0.2], [-0.1, -0.5, -0.7], [0.5, 0.5, 0.4], [-1.7, -0.5, -1.2], [0.5, 0.1, 0.4], [1.1, 1.5, 0.3], [-0.1, 0.3, 1.2], [0.2, -0.7, -1.9], [0.8, 0.1, 0.1], [-1.1, 0.8, 0.0], [-0.7, -1.2, 0.1], [1.0, 0.3, 0.1], [0.0, -0.7, -0.1], [-1.0, -0.9, 0.1], [0.0, 0.2, 0.1], [0.2, -0.5, -0.3], [0.0, 0.7, 0.3], [-0.2, -0.1, 0.1], [-0.8, -0.1, -0.7], [0.0, -1.8, 1.5], [-0.3, -0.1, -2.4], [-0.5, 0.5, -1.0], [-0.3, -1.5, -0.1], [-0.7, -0.3, 0.6], [2.1, 0.7, 0.3], [0.8, 0.7, 0.1], [-0.7, 0.1, 0.5], [-0.1, -0.1, 0.7], [-0.2, 0.8, -0.2], [0.7, 0.6, 0.6], [0.0, 0.0, 0.2]]}